Entry 1:
Density functional theory data (ωB97M-V with the def2-TZVPD basis set) for 2 unconnected molecules or ions with the total composition C4HBF6O4 at a distorted geometry.

Positions of all 16 atoms, in Å:
O -2.338 0.344 -0.089
C -1.488 -0.449 0.142
O -0.261 -0.219 0.672
C 0.019 0.826 1.440
O -0.784 1.312 2.179
C 1.525 1.165 1.351
F 2.051 1.695 2.438
F 1.758 1.979 0.298
F 2.335 0.114 1.187
C -1.401 -1.915 -0.404
F -1.455 -2.696 0.719
F -0.351 -2.284 -1.051
F -2.445 -2.193 -1.175
B 0.974 0.720 -2.536
O -0.174 0.789 -2.251
H 2.035 0.813 -2.918

* energy relative to the best compared isomer or geometry (same formula, charge and spin): 36.7 kcal per mole
* frontier orbital gap: 0.4217 Eh
* multiplicity: 1
* highest occupied orbital energy: -0.436 Eh
* SMILES string: O=C(OC(=O)C(F)(F)F)C(F)(F)F.B=O



Entry 2:
Density functional theory data (ωB97M-V with the def2-TZVPD basis set) for 8 unconnected molecules or ions with the total composition C34H66F3NO18 at a distorted geometry.

Positions of all 122 atoms, in Å:
N 6.439 -1.552 1.460
C 5.831 -0.195 1.515
C 4.447 -0.244 0.832
C 3.658 1.072 0.984
O 3.045 1.235 2.272
C 1.747 0.890 2.326
O 1.381 0.346 3.276
O 1.012 1.353 1.309
C -0.217 0.792 0.976
O -0.642 -0.338 1.734
C -1.843 -0.805 1.456
F -2.664 -0.787 2.476
F -1.706 -2.088 1.134
F -2.469 -0.233 0.445
H 6.221 -1.894 0.528
H 5.891 -2.103 2.125
H 5.748 0.147 2.550
H 6.524 0.469 0.986
H 3.898 -1.111 1.212
H 4.628 -0.339 -0.246
H 3.010 1.179 0.111
H 4.416 1.861 0.892
H -0.983 1.575 1.036
H -0.189 0.503 -0.081
C -4.346 -1.744 -1.723
C -3.053 -1.485 -2.464
O -2.819 -2.497 -3.444
C -3.335 -2.447 -4.688
C -4.395 -1.414 -5.001
O -2.994 -3.264 -5.500
H -5.202 -1.712 -2.393
H -4.497 -1.002 -0.941
H -4.328 -2.737 -1.269
H -3.016 -0.490 -2.911
H -2.219 -1.541 -1.764
H -5.379 -1.855 -4.852
H -4.287 -1.126 -6.045
H -4.317 -0.503 -4.416
C -7.532 1.987 0.662
C -6.255 2.162 -0.132
O -6.103 1.137 -1.126
C -6.646 1.192 -2.355
C -7.696 2.234 -2.653
O -6.334 0.366 -3.174
H -8.415 2.073 0.026
H -7.599 2.740 1.448
H -7.562 0.997 1.118
H -6.175 3.153 -0.581
H -5.400 2.055 0.534
H -8.681 1.802 -2.484
H -7.606 2.519 -3.699
H -7.594 3.146 -2.069
C 3.309 -6.742 4.166
C 4.170 -6.202 3.043
O 4.021 -4.785 2.902
C 4.715 -3.884 3.615
C 5.502 -4.339 4.819
O 4.640 -2.718 3.322
H 3.600 -6.326 5.131
H 3.389 -7.828 4.221
H 2.265 -6.474 4.004
H 5.221 -6.473 3.154
H 3.839 -6.627 2.096
H 4.882 -4.229 5.708
H 6.378 -3.700 4.913
H 5.864 -5.362 4.752
C 2.619 5.156 -3.361
C 3.729 4.131 -3.471
O 3.529 3.049 -2.555
C 2.765 1.976 -2.813
C 1.840 1.997 -4.007
O 2.780 1.046 -2.050
H 1.650 4.730 -3.623
H 2.813 6.003 -4.021
H 2.541 5.520 -2.335
H 3.859 3.762 -4.489
H 4.676 4.588 -3.186
H 0.856 2.338 -3.686
H 1.758 0.982 -4.392
H 2.191 2.617 -4.829
C -3.259 -6.274 -2.095
C -4.333 -6.823 -1.177
O -3.767 -7.516 -0.058
C -3.370 -6.907 1.075
C -3.251 -5.401 1.091
O -3.052 -7.569 2.025
H -2.635 -5.537 -1.589
H -3.706 -5.801 -2.970
H -2.601 -7.077 -2.428
H -5.030 -6.052 -0.845
H -4.923 -7.565 -1.713
H -2.226 -5.124 0.848
H -3.487 -5.050 2.094
H -3.936 -4.896 0.414
C -5.444 1.478 6.553
C -6.038 1.260 5.177
O -6.238 2.500 4.488
C -5.283 3.121 3.773
C -3.850 2.660 3.902
O -5.575 4.071 3.097
H -4.456 1.937 6.496
H -5.353 0.531 7.085
H -6.075 2.150 7.136
H -5.448 0.570 4.573
H -7.028 0.816 5.277
H -3.348 3.257 4.661
H -3.357 2.813 2.944
H -3.748 1.603 4.141
C 7.701 7.427 -2.388
C 7.764 6.021 -1.829
O 7.500 5.042 -2.838
C 8.434 4.548 -3.676
C 9.777 5.233 -3.768
O 8.158 3.619 -4.382
H 8.462 7.590 -3.152
H 7.847 8.162 -1.595
H 6.733 7.605 -2.858
H 8.709 5.814 -1.324
H 6.980 5.893 -1.083
H 9.751 5.954 -4.583
H 10.530 4.478 -3.983
H 10.085 5.731 -2.851

* frontier orbital gap: 0.3149 Eh
* multiplicity: 1
* highest occupied orbital energy: -0.307 Eh
* SMILES string: NCCCOC(=O)OCOC(F)(F)F.CCOC(C)=O.CCOC(C)=O.CCOC(C)=O.CCOC(C)=O.CCOC(C)=O.CCOC(C)=O.CCOC(C)=O



Entry 3:
Density functional theory data (ωB97M-V with the def2-TZVPD basis set) for 2 unconnected molecules or ions with the total composition C5H10OS2 at a distorted geometry.

Positions of all 18 atoms, in Å:
C 1.393 1.316 0.439
C -1.716 2.177 1.770
C 0.251 0.728 0.349
C 0.877 -2.683 0.797
C -2.207 0.840 -0.599
O -1.640 -0.485 1.647
S 0.127 -2.193 -0.660
S -1.317 0.728 0.950
H 1.803 2.186 1.184
H 2.260 1.174 -0.230
H -1.411 2.349 2.868
H -1.744 2.978 1.096
H 0.766 -1.940 1.551
H 1.978 -2.981 0.805
H 0.483 -3.660 1.191
H -2.548 1.860 -0.550
H -1.632 0.555 -1.543
H -3.151 0.155 -0.642

* energy relative to the best compared isomer or geometry (same formula, charge and spin): 198.2 kcal per mole
* frontier orbital gap (alpha / beta): 0.1873 / 0.1868 Eh
* multiplicity: 1
* highest occupied orbital energy (alpha / beta): -0.277 / -0.276 Eh



E values, unit eV, following the record order: -29335.912 -82825.583 -29056.322.